[1]
{
  "formula": "C5H12S",
  "method": "wB97M-V/def2-TZVPD",
  "spin_multiplicity": 1,
  "smiles": "C=CC.CCS",
  "de_lowest_kcal_mol": 23.8,
  "energy_ev": -16213.744,
  "lumo_energy_ev": 0.8775,
  "elements": ["C", "C", "C", "H", "H", "H", "H", "H", "H", "C", "C", "S", "H", "H", "H", "H", "H", "H"],
  "positions_angstrom": [[0.414, -2.089, -0.799], [-0.902, -2.317, -0.816], [-1.915, -1.447, -0.113], [1.028, -2.933, -1.089], [0.842, -1.197, -0.366], [-1.305, -3.204, -1.293], [-2.897, -1.537, -0.554], [-1.622, -0.396, -0.181], [-1.953, -1.774, 0.927], [0.584, 2.447, -0.395], [0.895, 2.000, 1.049], [2.347, 0.849, 1.030], [1.409, 3.072, -0.721], [0.536, 1.549, -1.007], [-0.406, 2.900, -0.435], [0.052, 1.470, 1.486], [1.136, 2.836, 1.700], [1.757, -0.231, 1.577]]
}


[2]
{
  "formula": "C5H12S2Si",
  "method": "wB97M-V/def2-TZVPD",
  "spin_multiplicity": 3,
  "de_lowest_kcal_mol": 5.3,
  "energy_ev": -34924.164,
  "lumo_energy_ev": [0.6447, -1.8342],
  "elements": ["C", "C", "C", "C", "C", "Si", "S", "S", "H", "H", "H", "H", "H", "H", "H", "H", "H", "H", "H", "H"],
  "positions_angstrom": [[1.283, 0.979, -0.605], [0.054, -1.895, -1.051], [-1.107, -0.170, 1.287], [-1.577, 1.048, -1.414], [2.394, 1.471, 0.856], [-0.280, -0.125, -0.423], [1.670, 1.512, -1.978], [2.801, -0.019, 1.834], [0.466, -2.010, -2.014], [0.711, -2.377, -0.367], [-0.809, -2.450, -1.037], [-1.893, 0.588, 1.359], [-1.507, -1.113, 1.204], [-0.362, -0.067, 2.122], [-2.457, 0.483, -1.307], [-1.619, 2.012, -0.881], [-1.200, 1.086, -2.457], [3.303, 1.866, 0.422], [1.758, 2.144, 1.309], [3.897, -0.241, 1.158]]
}


[3]
{
  "formula": "C5H13BBrCaCl4F2Li2MgN3O3",
  "method": "wB97M-V/def2-TZVPD",
  "spin_multiplicity": 1,
  "energy_ev": -166525.833,
  "lumo_energy_ev": -10.0996,
  "charge": 2,
  "elements": ["N", "C", "N", "C", "C", "C", "N", "B", "O", "O", "H", "H", "H", "H", "H", "H", "H", "H", "H", "H", "H", "Br", "Mg", "Cl", "C", "Cl", "Cl", "Cl", "H", "O", "H", "Li", "F", "F", "Li", "Ca"],
  "positions_angstrom": [[0.654, -2.528, 1.315], [0.275, -1.325, 0.863], [-0.809, -1.315, 0.003], [-1.836, -0.383, 0.481], [-1.224, 0.968, 0.951], [0.249, 0.973, 0.585], [0.896, -0.191, 1.277], [2.373, -0.159, 0.972], [2.944, -0.249, -0.217], [3.282, 0.049, 2.062], [0.574, -2.684, 2.306], [0.906, -3.269, 0.684], [-0.530, -1.092, -0.955], [-2.498, -0.189, -0.377], [-2.406, -0.914, 1.332], [-1.678, 1.792, 0.400], [-1.385, 1.080, 2.020], [0.754, 1.900, 0.857], [0.376, 0.812, -0.479], [2.334, -0.286, -0.967], [2.981, 0.934, 2.367], [3.386, -2.161, 3.152], [2.919, 0.083, 4.510], [-2.174, -2.099, -2.111], [-0.252, 2.276, -3.196], [-1.545, 3.289, -2.425], [1.284, 2.752, -2.676], [-0.498, 0.520, -2.728], [-0.307, 2.361, -4.276], [-4.723, 0.779, -0.007], [-4.652, -0.046, -0.513], [-1.820, -0.173, -4.644], [2.863, 1.177, -3.596], [-2.809, -2.136, 1.997], [6.085, -1.835, 2.748], [-3.987, 1.288, -1.712]]
}


[4]
{
  "formula": "C5H13BO2S",
  "method": "wB97M-V/def2-TZVPD",
  "spin_multiplicity": 3,
  "de_lowest_kcal_mol": 0.0,
  "energy_ev": -20998.403,
  "lumo_energy_ev": [0.7154, -2.7703],
  "elements": ["B", "C", "C", "C", "C", "C", "O", "O", "S", "H", "H", "H", "H", "H", "H", "H", "H", "H", "H", "H", "H", "H"],
  "positions_angstrom": [[1.330, 0.009, -0.293], [-2.996, -0.643, 0.220], [2.415, 2.064, 0.368], [2.043, -2.245, 0.634], [-1.297, 0.509, -1.339], [-2.166, 0.641, -0.119], [1.401, 1.339, -0.318], [2.230, -0.772, 0.466], [-0.072, -0.852, -1.119], [-3.467, -0.916, -0.712], [-2.299, -1.376, 0.739], [-3.803, -0.472, 0.896], [2.648, 2.977, -0.173], [3.185, 1.302, 0.663], [1.867, 2.380, 1.173], [1.979, -2.592, 1.700], [2.917, -2.774, 0.226], [1.072, -2.461, 0.063], [-1.968, 0.215, -2.197], [-0.656, 1.438, -1.464], [-2.893, 1.385, -0.260], [-1.471, 0.845, 0.846]]
}


[5]
{
  "formula": "C5H13BrN",
  "method": "wB97M-V/def2-TZVPD",
  "spin_multiplicity": 1,
  "smiles": "C[C@@H](Br)C[NH+](C)C",
  "de_lowest_kcal_mol": 48.3,
  "energy_ev": -76920.307,
  "lumo_energy_ev": -2.7710,
  "charge": 1,
  "elements": ["C", "C", "Br", "C", "N", "C", "C", "H", "H", "H", "H", "H", "H", "H", "H", "H", "H", "H", "H", "H"],
  "positions_angstrom": [[-1.891, 2.270, -0.308], [-1.499, 0.962, 0.365], [-2.580, -0.661, -0.105], [0.136, 0.416, -0.132], [0.596, -1.010, 0.052], [1.493, -1.379, -1.023], [1.314, -1.273, 1.284], [-2.945, 2.550, -0.061], [-1.877, 2.129, -1.519], [-1.358, 3.094, 0.030], [-1.767, 0.987, 1.449], [0.189, 0.577, -1.236], [0.703, 1.136, 0.406], [-0.208, -1.633, 0.067], [2.292, -0.646, -0.961], [1.937, -2.359, -1.022], [0.975, -1.168, -1.925], [2.251, -0.784, 1.122], [0.737, -0.842, 2.043], [1.502, -2.365, 1.474]]
}


[6]
{
  "formula": "C5H13BrNO2PS2",
  "method": "wB97M-V/def2-TZVPD",
  "spin_multiplicity": 1,
  "energy_ev": -111979.677,
  "lumo_energy_ev": [-0.0374, -2.6108],
  "elements": ["C", "C", "C", "C", "C", "N", "O", "O", "P", "S", "S", "Br", "H", "H", "H", "H", "H", "H", "H", "H", "H", "H", "H", "H", "H"],
  "positions_angstrom": [[-3.423, -1.276, -0.051], [-2.365, -1.503, -2.265], [1.735, 2.102, -1.422], [3.229, 0.498, 3.163], [-2.336, -0.691, -0.918], [-1.134, -0.880, -0.213], [1.807, 1.100, -0.354], [2.562, 0.451, 1.883], [3.309, 0.681, 0.406], [3.593, -1.225, -0.271], [-0.329, -0.195, 0.913], [-1.281, 1.422, 2.095], [-3.583, -0.727, 0.908], [-4.398, -1.347, -0.654], [-3.212, -2.329, 0.272], [-2.360, -2.521, -2.029], [-1.484, -1.236, -2.799], [-3.340, -1.243, -2.843], [1.996, 1.672, -2.387], [2.526, 2.791, -1.343], [0.806, 2.578, -1.135], [4.064, 1.090, 2.936], [3.456, -0.589, 3.387], [2.566, 0.961, 3.802], [-2.405, 0.415, -1.080]]
}